Version A
C2H3NO3 in the gas phase. Source: OMol25; level of theory: ωB97M-V/def2-TZVPD.

Values from the calculation:
HOMO energy: -0.4215 Eh
orbital gap: 11.65 eV
charge: 0
SMILES string: O=[N+]([O-])[C@@H]1CO1
E_LUMO: 0.186 eV

```
9
C2H3NO3 | OMol25 | ωB97M-V/def2-TZVPD
O 2.065 -1.028 -0.016
N 1.277 -0.147 -0.123
O 1.512 0.892 -0.641
C -0.023 -0.282 0.432
C -1.146 0.311 -0.334
O -0.703 0.821 0.836
H -0.231 -1.204 1.124
H -0.746 0.895 -1.145
H -2.004 -0.258 -0.132
```

Version B
2 unconnected molecules or ions with the total composition C2H3NO3. Source: OMol25; level of theory: ωB97M-V/def2-TZVPD.

Values from the calculation:
HOMO energy: -0.3521 Eh
orbital gap: 9.86 eV
charge: 0
SMILES string: C=C=O.O=NO
E_LUMO: 0.276 eV

```
9
C2H3NO3 | OMol25 | ωB97M-V/def2-TZVPD
C -0.647 0.746 2.133
C -0.153 -0.374 1.732
O 0.256 -1.389 1.339
H -0.201 1.298 2.940
H -1.513 1.172 1.671
O 1.248 0.939 -2.886
N 0.349 0.246 -2.553
O 0.723 -1.076 -2.334
H -0.062 -1.561 -2.042
```

Bottom line: version B, by a margin of 116.1 kJ/mol.

Version A
A molecular structure, C22H30ClIrN2Sb2. Source: OMol25; level of theory: ωB97M-V/def2-TZVPD.

Values from the calculation:
HOMO energy: -0.5058 Eh
orbital gap: 6.83 eV
charge: +2
E_LUMO: -6.936 eV

```
58
C22H30ClIrN2Sb2 | OMol25 | ωB97M-V/def2-TZVPD
Ir 0.487 0.456 -0.062
N -0.534 -1.037 -1.144
C 0.343 -2.167 -1.455
C -0.077 -3.419 -1.778
C 0.877 -4.383 -2.189
C 2.200 -4.057 -2.296
C 2.650 -2.755 -1.955
C 3.998 -2.332 -2.026
C 4.323 -1.057 -1.643
C 3.321 -0.211 -1.148
N 2.051 -0.569 -1.067
C 1.707 -1.822 -1.505
H -1.399 -1.330 -0.695
H -0.804 -0.647 -2.046
H -1.129 -3.678 -1.747
H 0.540 -5.378 -2.443
H 2.921 -4.788 -2.637
H 4.757 -3.016 -2.384
H 5.339 -0.692 -1.691
H 3.566 0.792 -0.821
C 0.089 3.712 2.245
Sb -0.871 1.890 1.728
C -2.854 2.541 1.352
C -1.123 1.066 3.706
C -0.301 1.872 4.668
C -0.873 2.932 5.358
C -0.095 3.765 6.152
C 1.268 3.542 6.260
C 1.849 2.472 5.593
C 1.080 1.631 4.801
C 1.670 0.423 4.134
Sb 2.178 0.493 2.039
C 3.085 -1.437 2.056
C 3.856 1.790 1.944
H -0.461 4.166 3.067
H 0.092 4.374 1.385
H 1.115 3.547 2.574
H -3.187 2.950 2.304
H -3.504 1.722 1.052
H -2.849 3.312 0.587
H -0.858 0.013 3.681
H -2.193 1.133 3.904
H -1.939 3.112 5.279
H -0.554 4.588 6.682
H 1.876 4.183 6.884
H 2.907 2.268 5.720
H 0.993 -0.426 4.204
H 2.620 0.101 4.566
H 4.117 -1.329 2.388
H 3.061 -1.926 1.087
H 2.543 -2.049 2.776
H 4.763 1.198 2.045
H 3.792 2.491 2.778
H 3.869 2.358 1.017
Cl -0.612 3.297 -1.143
C -0.909 1.562 -1.190
H -0.830 1.300 -2.244
H -1.928 1.368 -0.859
```

Version B
A molecular structure, C22H30ClIrN2Sb2. Source: OMol25; level of theory: ωB97M-V/def2-TZVPD.

Values from the calculation:
HOMO energy: -0.5100 Eh
orbital gap: 7.32 eV
charge: +2
E_LUMO: -6.559 eV

```
58
C22H30ClIrN2Sb2 | OMol25 | ωB97M-V/def2-TZVPD
Ir 0.494 0.729 -0.305
N -1.111 -0.741 0.084
C -2.404 -0.071 -0.126
C -3.593 -0.734 -0.063
C -4.811 -0.037 -0.221
C -4.811 1.316 -0.412
C -3.591 2.034 -0.480
C -3.536 3.435 -0.659
C -2.321 4.065 -0.707
C -1.156 3.296 -0.606
N -1.163 1.985 -0.455
C -2.376 1.335 -0.359
H -1.045 -1.597 -0.460
H -1.032 -1.014 1.063
H -3.608 -1.802 0.120
H -5.742 -0.583 -0.172
H -5.741 1.860 -0.513
H -4.457 3.996 -0.748
H -2.239 5.136 -0.824
H -0.183 3.771 -0.639
C 4.253 -0.384 0.671
Sb 2.388 -1.060 -0.068
C 1.967 -2.596 1.337
C 3.038 -2.125 -1.807
C 4.141 -1.346 -2.455
C 5.465 -1.723 -2.244
C 6.518 -0.977 -2.751
C 6.255 0.171 -3.484
C 4.941 0.545 -3.716
C 3.876 -0.202 -3.216
C 2.477 0.207 -3.563
Sb 1.494 1.714 -2.408
C -0.021 2.290 -3.766
C 2.741 3.420 -2.262
H 4.881 -1.266 0.784
H 4.150 0.097 1.641
H 4.723 0.295 -0.038
H 2.833 -3.255 1.358
H 1.088 -3.174 1.059
H 1.820 -2.159 2.323
H 2.178 -2.255 -2.466
H 3.357 -3.116 -1.489
H 5.675 -2.622 -1.676
H 7.537 -1.295 -2.579
H 7.065 0.759 -3.892
H 4.737 1.415 -4.330
H 1.767 -0.620 -3.489
H 2.411 0.572 -4.590
H 0.437 2.896 -4.547
H -0.803 2.864 -3.273
H -0.455 1.396 -4.210
H 2.358 4.167 -2.954
H 3.761 3.159 -2.538
H 2.741 3.823 -1.252
Cl 0.734 2.025 2.214
C 1.688 2.041 0.710
H 2.662 1.620 0.955
H 1.818 3.068 0.377
```

Bottom line: version B, by a margin of 139.3 kJ/mol.

Version A
A gas-phase ion, C7H12N (charge +1). Source: OMol25; level of theory: ωB97M-V/def2-TZVPD.

Values from the calculation:
HOMO energy: -0.5124 Eh
orbital gap: 8.58 eV
charge: +1
SMILES string: CC/C=C(\C)C#[N+]C
E_LUMO: -5.357 eV

```
20
C7H12N | OMol25 | ωB97M-V/def2-TZVPD
C 3.328 0.833 0.185
C 1.819 0.764 -0.290
C 0.509 0.622 0.593
C -0.566 -0.189 0.271
C 0.077 -1.505 -0.084
C -1.848 0.051 0.619
N -2.974 0.004 0.329
C -3.699 1.019 -0.276
H 3.816 -0.174 -0.088
H 3.713 0.910 1.205
H 3.901 1.583 -0.394
H 1.792 -0.024 -1.035
H 1.895 1.829 -0.707
H 0.196 1.223 1.446
H 0.976 -1.371 -0.680
H -0.438 -2.264 -0.723
H 0.291 -1.899 0.888
H -3.159 1.895 -0.232
H -4.702 1.083 0.070
H -3.837 0.807 -1.319
```

Version B
A gas-phase ion, C7H12N (charge +1). Source: OMol25; level of theory: ωB97M-V/def2-TZVPD.

Values from the calculation:
HOMO energy: -0.5363 Eh
orbital gap: 9.99 eV
charge: +1
SMILES string: CC1=[N+](C)[C@@H](C)C=C1
E_LUMO: -4.600 eV

```
20
C7H12N | OMol25 | ωB97M-V/def2-TZVPD
C -1.490 1.807 0.255
C -0.666 0.916 -0.501
N 0.358 0.348 0.061
C 0.735 0.838 1.368
C 0.883 -0.741 -0.787
C 0.954 -2.101 -0.078
C -0.093 -0.776 -1.925
C -0.903 0.291 -1.749
H -0.981 2.300 1.038
H -2.407 1.269 0.627
H -1.939 2.641 -0.387
H 1.613 0.389 1.866
H -0.256 0.866 2.019
H 0.904 1.863 1.265
H 1.981 -0.729 -1.030
H 0.052 -2.502 0.162
H 1.461 -2.200 0.825
H 1.475 -2.734 -0.781
H -0.018 -1.662 -2.578
H -1.685 0.516 -2.300
```

Bottom line: version B, by a margin of 337.5 kJ/mol.

Version A
2 unconnected molecules or ions with the total composition C7H12N. Source: OMol25; level of theory: ωB97M-V/def2-TZVPD.

Values from the calculation:
HOMO energy: -0.4511 Eh
orbital gap: 7.76 eV
charge: +1
E_LUMO: -4.512 eV

```
20
C7H12N | OMol25 | ωB97M-V/def2-TZVPD
C -0.812 -1.480 2.498
C -0.197 -1.798 1.377
C 1.127 -3.076 -0.371
C 0.473 -2.460 0.541
C -0.551 1.119 0.552
C -0.696 2.045 -1.769
C 0.124 1.538 -0.722
N 1.385 1.273 -0.870
H -0.849 -2.081 3.398
H 1.086 -2.540 -1.283
H 1.398 -4.116 -0.386
H 0.169 1.087 1.334
H -1.055 0.149 0.309
H -1.386 1.819 0.801
H -1.318 2.823 -1.304
H -1.425 1.453 -2.193
H -0.038 2.245 -2.659
H -1.360 -0.537 2.320
H 1.938 1.029 0.028
H 1.985 1.508 -1.602
```

Version B
A molecular structure, C7H12N. Source: OMol25; level of theory: ωB97M-V/def2-TZVPD.

Values from the calculation:
HOMO energy (alpha / beta): -0.4819 / -0.4768 Eh
orbital gap (alpha / beta): 6.98 / 6.75 eV
charge: +1
E_LUMO (alpha / beta): -6.135 / -6.225 eV

```
20
C7H12N | OMol25 | ωB97M-V/def2-TZVPD
C 2.325 -2.064 -0.839
C 1.518 -2.010 0.268
C 2.405 0.295 -0.312
C 1.898 -0.706 -1.328
C 1.303 -0.557 0.064
C -1.893 -0.371 1.116
C -1.392 1.576 -0.431
N -1.323 0.180 -0.035
H 3.238 -2.551 -0.839
H 1.286 -2.653 1.117
H 3.234 -0.013 0.297
H 2.315 1.374 -0.480
H 1.735 -0.297 -2.295
H -1.793 0.381 1.833
H -2.958 -0.595 0.955
H -1.204 -1.205 1.353
H -0.880 2.273 0.304
H -0.943 1.749 -1.356
H -2.433 2.127 -0.622
H -1.251 -0.431 -0.793
```

Bottom line: version A, by a margin of 352.4 kJ/mol.

Version A
A molecular structure, CHBrF2OS. Source: OMol25; level of theory: ωB97M-V/def2-TZVPD.

Values from the calculation:
HOMO energy (alpha / beta): -0.3794 / -0.3794 Eh
orbital gap (alpha / beta): 8.54 / 8.54 eV
charge: 0
E_LUMO (alpha / beta): -1.784 / -1.780 eV

```
7
CHBrF2OS | OMol25 | ωB97M-V/def2-TZVPD
C 0.032 -0.093 0.796
O 1.096 -2.653 -0.551
F -0.953 -0.906 1.150
F 0.063 0.931 1.665
S 1.643 -1.024 0.968
Br 2.882 0.298 -0.120
H -0.120 0.289 -0.223
```

Version B
2 unconnected molecules or ions with the total composition CHBrF2OS. Source: OMol25; level of theory: ωB97M-V/def2-TZVPD.

Values from the calculation:
HOMO energy (alpha / beta): -0.3981 / -0.3608 Eh
orbital gap (alpha / beta): 9.05 / 6.06 eV
charge: 0
E_LUMO (alpha / beta): -1.778 / -3.760 eV

```
7
CHBrF2OS | OMol25 | ωB97M-V/def2-TZVPD
C 0.834 0.332 -0.470
O -0.092 -1.408 1.439
F 1.973 -0.372 -0.443
F 0.704 0.925 -1.705
S -0.493 -0.971 0.160
Br -3.961 0.254 0.840
H 1.035 1.241 0.179
```

Bottom line: version B, by a margin of 191.8 kJ/mol.

Version A
2 unconnected molecules or ions with the total composition C9H14O. Source: OMol25; level of theory: ωB97M-V/def2-TZVPD.

Values from the calculation:
HOMO energy (alpha / beta): 0.0397 / -0.1340 Eh
orbital gap (alpha / beta): 2.45 / 7.00 eV
spin multiplicity: 2
charge: -1
E_LUMO (alpha / beta): 3.534 / 3.350 eV

```
24
C9H14O | OMol25 | ωB97M-V/def2-TZVPD
C -1.199 -0.303 2.727
C -2.514 0.207 2.204
O -0.279 0.780 2.828
H -1.414 -0.824 3.669
H -0.677 -0.952 2.004
H -3.252 0.145 3.028
H -0.165 0.897 3.756
H -2.943 -0.515 1.413
H -2.302 1.292 1.884
C 2.940 0.784 -1.561
C -0.975 -0.787 -1.757
C 0.170 -1.613 -1.772
C -0.729 0.520 -1.460
C 1.510 -1.243 -1.550
C 0.567 1.068 -1.356
C 1.610 0.166 -1.476
H -1.891 -1.349 -1.917
H -0.008 -2.700 -1.889
H -1.564 1.281 -1.607
H 2.281 -1.847 -1.225
H 0.746 2.101 -1.088
H 3.576 0.708 -2.536
H 3.603 0.267 -0.929
H 2.910 1.916 -1.384
```

Version B
2 unconnected molecules or ions with the total composition C9H14O. Source: OMol25; level of theory: ωB97M-V/def2-TZVPD.

Values from the calculation:
HOMO energy (alpha / beta): 0.0307 / -0.1176 Eh
orbital gap (alpha / beta): 2.88 / 6.87 eV
spin multiplicity: 2
charge: -1
E_LUMO (alpha / beta): 3.719 / 3.668 eV

```
24
C9H14O | OMol25 | ωB97M-V/def2-TZVPD
C 2.100 -1.174 1.881
C 2.516 -2.112 0.787
H 1.085 -1.091 1.802
H 2.491 -1.613 2.830
H 2.528 -0.145 1.696
H 2.393 -1.598 -0.192
H 2.035 -3.119 0.597
H 3.468 -2.541 0.699
C -3.349 0.933 0.588
C -1.178 2.054 -0.305
C -2.019 0.920 -0.294
C -0.073 2.043 -1.075
C -1.639 -0.287 -0.808
C 0.470 0.689 -1.335
C -0.308 -0.446 -1.378
O 1.736 0.659 -1.703
H -1.385 2.907 0.261
H 0.563 2.915 -1.440
H -3.068 0.508 1.573
H -4.208 0.292 0.293
H -2.273 -1.110 -1.051
H -0.053 -1.427 -1.498
H 1.998 0.909 -2.505
H -3.832 1.835 0.575
```

Bottom line: version A, by a margin of 49.4 kJ/mol.